Entry from OMol25: a 13-piece molecular cluster, C42H118N8O18 overall in a non-equilibrium geometry (the ωB97M-V functional and the def2-TZVPD basis).

Computed properties:
LUMO energy (eV): 0.5
ΔE to the lowest compared entry with this formula, charge and spin (eV): 3.300
Charge: 0
Maximum force (eV/A): 3.6
Orbital gap (eV): 9.11

```
186
C42H118N8O18 (the ωB97M-V functional and the def2-TZVPD basis)
C 0.596 4.904 -4.169
C 0.928 4.409 -2.781
O -0.200 4.407 -1.931
O 1.809 4.961 -4.905
H 0.047 5.844 -4.114
H -0.131 4.215 -4.598
H 1.804 4.919 -2.380
H 1.278 3.380 -2.875
H 0.185 4.177 -1.082
H 1.696 5.602 -5.610
C -3.843 2.450 -1.437
C -2.961 2.481 -2.760
O -2.584 3.803 -3.091
O -3.042 2.633 -0.320
H -4.327 1.481 -1.310
H -4.701 3.121 -1.452
H -3.537 2.097 -3.602
H -2.095 1.819 -2.775
H -1.773 4.001 -2.616
H -3.396 1.993 0.302
C -4.487 0.246 2.470
C -4.287 0.384 3.929
O -5.437 0.783 4.641
O -4.915 1.488 1.917
H -5.138 -0.591 2.219
H -3.544 -0.050 2.011
H -3.576 1.193 4.100
H -3.940 -0.524 4.421
H -6.068 0.061 4.679
H -5.655 1.828 2.425
C -0.319 -3.374 2.667
C 1.003 -3.941 3.219
O 1.636 -3.235 4.266
O -1.244 -3.423 3.766
H -0.679 -4.070 1.909
H -0.238 -2.423 2.141
H 1.708 -3.921 2.388
H 0.822 -4.959 3.564
H 1.253 -3.648 5.043
H -1.098 -2.683 4.359
C 0.184 0.729 -0.101
C -1.024 -0.197 -0.582
O -0.679 -1.494 -0.176
O 1.180 0.709 -1.083
H 0.521 0.556 0.921
H -0.179 1.755 -0.153
H -1.282 -0.148 -1.640
H -1.813 0.090 0.113
H -0.216 -1.947 -0.884
H 1.664 -0.107 -0.933
C 1.609 4.706 7.142
C 2.190 4.317 5.796
C 1.838 2.890 5.208
O 2.802 2.688 4.136
C 2.790 1.305 3.652
N 2.008 5.364 4.852
H 2.108 4.202 7.970
H 0.582 4.364 7.270
H 1.582 5.781 7.321
H 3.276 4.252 5.863
H 0.769 2.779 5.030
H 2.077 2.175 5.995
H 3.680 1.128 3.049
H 1.955 1.081 2.988
H 2.671 0.628 4.498
H 2.608 4.959 4.147
H 1.169 5.215 4.309
C 1.389 6.185 1.311
C 1.348 4.646 1.593
C -0.041 4.184 2.133
O -0.193 4.778 3.398
C -1.473 4.636 3.974
N 1.754 3.998 0.345
H 0.693 6.468 0.522
H 2.428 6.415 1.076
H 1.043 6.846 2.107
H 2.050 4.377 2.382
H -0.054 3.094 2.117
H -0.777 4.515 1.401
H -1.792 3.603 3.830
H -2.051 5.430 3.500
H -1.438 4.822 5.047
H 2.653 4.403 0.127
H 2.062 3.041 0.442
C -0.480 0.296 3.888
C -0.245 0.003 5.386
C -1.267 0.854 6.254
O -1.101 0.660 7.641
C -2.316 1.017 8.396
N -0.435 -1.398 5.598
H -0.335 1.357 3.682
H -1.470 0.022 3.524
H 0.241 -0.188 3.229
H 0.791 0.091 5.713
H -2.252 0.492 5.962
H -1.286 1.913 5.994
H -3.244 0.505 8.144
H -2.508 2.085 8.502
H -1.990 0.889 9.429
H 0.241 -1.969 5.111
H -0.194 -1.585 6.561
C -4.363 -4.367 1.942
C -3.460 -3.807 0.893
C -4.093 -3.582 -0.518
O -4.410 -4.865 -1.089
C -5.200 -4.758 -2.281
N -2.908 -2.603 1.476
H -3.872 -4.404 2.915
H -4.789 -5.340 1.696
H -5.223 -3.721 2.119
H -2.687 -4.546 0.682
H -3.266 -3.272 -1.157
H -4.819 -2.774 -0.602
H -5.754 -5.671 -2.500
H -4.604 -4.490 -3.154
H -5.936 -3.961 -2.175
H -2.515 -2.763 2.393
H -2.128 -2.221 0.960
C 2.577 1.526 -5.296
C 1.313 0.613 -5.325
C 1.495 -0.533 -6.352
O 1.571 -0.096 -7.656
C 1.445 -1.093 -8.679
N 1.169 -0.044 -4.004
H 2.454 2.272 -4.511
H 2.778 2.022 -6.246
H 3.445 0.935 -5.004
H 0.453 1.215 -5.618
H 0.531 -1.040 -6.383
H 2.205 -1.313 -6.074
H 0.432 -1.488 -8.754
H 2.029 -1.993 -8.489
H 1.874 -0.750 -9.621
H 0.181 -0.190 -3.854
H 1.410 0.453 -3.158
C -3.553 -1.585 -3.533
C -2.088 -1.601 -3.894
C -1.859 -2.800 -4.822
O -0.455 -3.049 -4.803
C -0.127 -3.850 -5.916
N -1.801 -0.376 -4.608
H -3.870 -0.965 -2.694
H -3.962 -2.569 -3.303
H -4.022 -1.330 -4.483
H -1.569 -1.757 -2.948
H -2.280 -2.657 -5.817
H -2.348 -3.651 -4.346
H -0.407 -3.456 -6.894
H -0.504 -4.871 -5.873
H 0.949 -3.738 -6.050
H -2.511 -0.146 -5.288
H -0.937 -0.469 -5.122
C 3.223 -1.924 0.799
C 3.861 -0.866 -0.111
C 5.396 -0.951 -0.142
O 5.970 0.188 -0.867
C 7.401 0.246 -0.615
N 3.340 -1.088 -1.426
H 3.306 -2.940 0.414
H 2.174 -1.655 0.926
H 3.716 -1.842 1.768
H 3.495 0.116 0.189
H 5.792 -1.927 -0.423
H 5.652 -1.084 0.909
H 7.774 1.071 -1.223
H 7.836 -0.695 -0.952
H 7.732 0.434 0.407
H 3.587 -2.036 -1.670
H 4.007 -0.575 -1.985
C 0.018 -4.677 -1.910
C 1.314 -3.824 -1.993
C 2.313 -4.243 -3.086
O 3.547 -3.592 -2.919
C 4.448 -3.539 -3.954
N 0.843 -2.463 -2.162
H -0.415 -4.752 -2.908
H -0.652 -4.258 -1.159
H 0.200 -5.723 -1.664
H 1.957 -3.960 -1.123
H 1.927 -4.019 -4.081
H 2.514 -5.314 -3.070
H 4.529 -4.462 -4.527
H 5.404 -3.223 -3.536
H 4.070 -2.673 -4.498
H 0.671 -2.415 -3.157
H 1.689 -1.916 -2.095
```